Entry from OMol25: a single C2H6N2 molecule at a distorted geometry (wB97M-V/def2-TZVPD).

CARTESIAN COORDINATES (ANGSTROEM)
C 0.245 -0.095 0.381
C -1.147 -0.085 -0.151
N 1.256 -0.782 -0.316
N 1.161 0.844 0.103
H 0.244 -0.184 1.495
H -1.272 0.438 -1.180
H -1.642 0.820 0.419
H -1.738 -1.022 -0.071
H 1.933 -1.338 0.180
H 0.959 1.401 -0.859

For the total energy, the calculation gives -5148.2539 eV. As for the gap between HOMO and LUMO: 11.34 eV. Its SMILES is CC1NN1. Its HOMO energy is -10.0973 eV. The strongest force on any atom comes out at 0.1043 hartree/bohr. Its net charge is 0.


Entry from OMol25: a molecular structure, C28H36N6OW (wB97M-V/def2-TZVPD).

CARTESIAN COORDINATES (ANGSTROEM)
W 0.028 -0.120 0.210
C 1.139 1.800 -1.946
C 1.149 0.765 -3.050
C 1.520 -0.646 -2.670
C 2.158 -1.419 -3.634
C 2.485 -2.734 -3.374
C 2.163 -3.256 -2.130
C 1.545 -2.436 -1.217
N 1.218 -1.147 -1.458
N -0.015 1.684 -1.020
C 0.098 2.746 0.031
C -0.874 2.455 1.145
C -1.245 3.375 2.052
C -2.213 2.973 3.053
C -2.471 1.680 3.257
C -1.663 0.659 2.497
N -1.318 1.135 1.162
C -1.324 1.838 -1.724
C -1.942 0.511 -2.057
C -2.904 0.370 -3.041
C -3.468 -0.876 -3.255
C -3.048 -1.954 -2.486
C -2.080 -1.741 -1.531
N -1.538 -0.532 -1.314
H 1.123 2.800 -2.389
H 2.046 1.717 -1.344
H 1.874 1.102 -3.791
H 0.189 0.747 -3.575
H 2.394 -0.975 -4.591
H 2.982 -3.338 -4.120
H 2.391 -4.278 -1.865
H 1.287 -2.813 -0.241
H -0.042 3.735 -0.411
H 1.118 2.692 0.421
H -0.907 4.398 1.977
H -2.772 3.736 3.580
H -3.271 1.353 3.905
H -2.237 -0.270 2.391
H -1.196 2.453 -2.617
H -2.002 2.364 -1.050
H -3.209 1.227 -3.627
H -4.226 -1.008 -4.016
H -3.460 -2.942 -2.625
H -1.712 -2.549 -0.909
C 3.827 -0.942 2.081
O 2.719 -0.624 1.230
C 1.438 -1.040 1.597
C 1.320 -2.391 2.267
H 3.775 -0.408 3.031
H 4.715 -0.616 1.549
H 3.898 -2.015 2.264
H 1.831 -3.171 1.702
H 0.271 -2.672 2.370
H 1.766 -2.383 3.264
N 0.601 -0.008 2.106
C -0.291 0.194 3.096
N -0.043 -0.006 4.356
C -1.075 -0.018 5.410
C -0.841 1.111 6.403
C 0.565 1.016 6.989
C 1.608 0.970 5.876
C 1.325 -0.155 4.884
H -0.975 -0.984 5.912
H -2.058 0.019 4.959
H -1.597 1.046 7.186
H -0.978 2.067 5.891
H 0.644 0.114 7.603
H 0.759 1.864 7.644
H 2.606 0.814 6.287
H 1.622 1.920 5.335
H 1.400 -1.130 5.372
H 2.017 -0.121 4.052

For the total energy, the calculation gives -42419.9795 eV. As for the gap between HOMO and LUMO (spin up / spin down): 7.08 / 6.50 eV. As for the spin multiplicity: 3. Its HOMO energy (spin up / spin down) is -12.7673 / -12.8182 eV. The strongest force on any atom comes out at 0.0056 hartree/bohr. Its net charge is +2.


Entry from OMol25: a molecular structure, C19H43MnN9O4S (wB97M-V/def2-TZVPD).

CARTESIAN COORDINATES (ANGSTROEM)
Mn 0.107 0.317 -0.577
N 1.206 -1.220 0.682
C 0.317 -1.459 1.835
C -0.375 -0.157 2.219
O -0.634 0.106 3.375
N -0.659 0.651 1.149
C -0.852 2.069 1.424
C 0.052 2.859 0.492
O 0.104 4.061 0.465
O 0.753 2.092 -0.353
H 1.358 -2.069 0.151
H 2.111 -0.892 1.003
H 0.839 -1.837 2.712
H -0.440 -2.190 1.550
H -0.606 2.297 2.462
H -1.878 2.396 1.247
N -2.855 -1.149 0.177
C -2.130 -1.769 -0.760
N -2.688 -2.795 -1.430
O -0.939 -1.450 -1.008
H -3.843 -1.305 0.269
H -2.440 -0.333 0.618
H -3.592 -3.162 -1.192
H -2.109 -3.313 -2.066
C -0.410 -0.749 -4.059
N 0.963 -1.191 -3.887
C 1.305 -2.448 -4.529
C 1.839 -0.505 -3.123
N 1.444 0.204 -2.085
N 3.153 -0.575 -3.463
C 4.178 -0.184 -2.509
C 3.580 -0.575 -4.858
H -0.658 -0.787 -5.122
H -0.523 0.270 -3.699
H -1.110 -1.378 -3.509
H 0.551 -3.193 -4.268
H 2.271 -2.802 -4.181
H 1.328 -2.358 -5.618
H 2.133 0.910 -1.848
H 4.355 0.897 -2.513
H 5.108 -0.682 -2.776
H 3.897 -0.496 -1.506
H 2.720 -0.486 -5.515
H 4.133 -1.481 -5.109
H 4.229 0.286 -5.032
C 2.431 3.126 -3.552
C 2.172 4.622 -3.697
C 1.122 5.185 -2.739
C -0.315 4.767 -3.024
N -0.588 3.406 -2.571
C -1.803 2.857 -2.583
S -2.138 1.377 -1.783
N -2.770 3.508 -3.235
C -4.125 3.013 -3.461
C -4.243 1.966 -4.563
C -3.816 2.419 -5.960
C -2.308 2.419 -6.205
H 3.260 2.812 -4.190
H 1.556 2.530 -3.819
H 2.692 2.895 -2.515
H 1.881 4.850 -4.727
H 3.107 5.158 -3.521
H 1.149 6.274 -2.797
H 1.360 4.930 -1.702
H -0.508 4.839 -4.101
H -0.995 5.454 -2.509
H 0.072 2.995 -1.919
H -2.525 4.380 -3.674
H -4.728 3.887 -3.712
H -4.502 2.612 -2.521
H -5.294 1.666 -4.588
H -3.674 1.078 -4.271
H -4.232 3.409 -6.170
H -4.276 1.746 -6.687
H -1.787 3.188 -5.634
H -2.086 2.591 -7.259
H -1.874 1.456 -5.926

For the total energy, the calculation gives -84157.4557 eV. As for the gap between HOMO and LUMO (spin up / spin down): 7.83 / 8.90 eV. As for the spin multiplicity: 5. Its HOMO energy (spin up / spin down) is -10.9631 / -11.1400 eV. The strongest force on any atom comes out at 0.0031 hartree/bohr. Its net charge is +1.


Entry from OMol25: a molecular structure, C16H60N22NbO11 at a distorted geometry (wB97M-V/def2-TZVPD).

CARTESIAN COORDINATES (ANGSTROEM)
C -2.648 -6.583 0.780
C -1.680 -5.693 0.039
C -2.129 -4.275 -0.270
C -2.886 -3.533 0.828
C -2.484 -2.061 0.931
Nb -5.104 -3.501 0.282
H -3.383 -7.009 0.115
H -2.122 -7.399 1.250
H -3.182 -6.053 1.548
H -0.746 -5.646 0.581
H -1.467 -6.177 -0.903
H -1.241 -3.695 -0.474
H -2.687 -4.276 -1.200
H -2.691 -3.985 1.788
H -3.315 -1.368 0.853
H -2.021 -1.889 1.889
H -1.772 -1.793 0.160
H -5.122 -4.763 -1.076
H -5.042 -2.207 -1.057
H -5.557 -2.261 1.568
H -5.254 -4.933 1.444
H -6.926 -3.693 0.210
C -3.518 1.623 -0.230
O -2.910 0.844 -0.951
N -2.904 2.142 0.877
N -4.816 1.985 -0.422
H -3.376 2.661 1.595
H -1.946 1.881 1.032
H -5.304 1.569 -1.193
H -5.290 2.634 0.190
C -0.080 -0.469 -2.983
O 0.264 -0.993 -1.927
N 0.505 -0.844 -4.174
N -1.020 0.501 -3.058
H 0.201 -0.512 -5.070
H 1.200 -1.564 -4.131
H -1.488 0.788 -2.209
H -1.270 0.950 -3.919
C 2.349 1.957 -0.610
O 2.982 1.954 -1.674
N 2.522 2.966 0.303
N 1.466 0.998 -0.282
H 2.035 2.998 1.179
H 3.164 3.698 0.070
H 1.249 0.244 -0.930
H 0.977 1.003 0.596
C 4.779 -1.604 -0.006
O 4.401 -1.543 1.150
N 5.716 -2.513 -0.437
N 4.350 -0.756 -0.985
H 6.039 -2.556 -1.383
H 6.104 -3.140 0.242
H 3.675 -0.054 -0.748
H 4.700 -0.784 -1.925
C -5.962 5.221 -0.500
O -6.119 4.504 0.477
N -5.046 4.929 -1.474
N -6.693 6.362 -0.682
H -4.901 5.500 -2.285
H -4.562 4.048 -1.398
H -7.362 6.596 0.025
H -6.575 6.971 -1.469
C 7.607 1.302 -1.779
O 7.124 0.631 -2.674
N 6.858 1.865 -0.789
N 8.963 1.535 -1.701
H 7.255 2.403 -0.044
H 5.867 1.690 -0.799
H 9.538 1.144 -2.422
H 9.389 2.073 -0.972
C -1.654 0.993 3.585
O -1.169 1.985 3.030
N -1.833 0.947 4.944
N -2.005 -0.103 2.893
H -2.214 0.147 5.411
H -1.565 1.751 5.477
H -1.871 -0.093 1.899
H -2.347 -0.969 3.297
C 9.552 -3.222 -0.595
O 9.212 -2.942 0.536
N 10.289 -4.349 -0.879
N 9.225 -2.442 -1.677
H 10.578 -4.603 -1.803
H 10.531 -4.941 -0.108
H 8.677 -1.617 -1.505
H 9.494 -2.659 -2.617
C 0.945 3.619 -4.752
O 0.519 4.560 -5.402
N 1.457 3.724 -3.498
N 0.966 2.334 -5.256
H 1.789 2.923 -2.981
H 1.500 4.637 -3.089
H 0.624 2.196 -6.187
H 1.352 1.568 -4.733
C -3.792 -3.172 5.202
O -3.395 -2.126 4.718
N -4.042 -3.268 6.558
N -4.025 -4.312 4.508
H -4.376 -4.104 6.996
H -3.888 -2.451 7.113
H -3.902 -4.350 3.504
H -4.350 -5.140 4.967
C -1.409 6.275 1.371
O -1.441 7.438 1.008
N -0.599 5.844 2.396
N -2.168 5.290 0.809
H -0.573 4.889 2.710
H -0.023 6.529 2.844
H -2.789 5.540 0.061
H -2.132 4.336 1.117

For the total energy, the calculation gives -74427.3883 eV. As for the gap between HOMO and LUMO: 6.25 eV. Its HOMO energy is -4.5158 eV. The strongest force on any atom comes out at 0.0516 hartree/bohr. Its net charge is -1.


Entry from OMol25: a single C2H4N2OS molecule at a distorted geometry (wB97M-V/def2-TZVPD).

CARTESIAN COORDINATES (ANGSTROEM)
C -0.341 -1.179 -0.540
C 0.519 0.768 0.527
H -3.406 -1.303 -0.885
H -2.304 -2.526 -1.132
H 0.006 -2.064 -0.956
H -0.569 0.974 0.530
N -2.489 -1.547 -1.236
N -1.542 -0.733 -0.583
O 0.695 -0.473 -0.047
S 1.742 1.696 0.976

For the total energy, the calculation gives -17999.5899 eV. As for the gap between HOMO and LUMO: 8.95 eV. Its SMILES is N/N=C/OC=S. Its HOMO energy is -9.0540 eV. The strongest force on any atom comes out at 0.0655 hartree/bohr. Its net charge is 0.


strongest force on any atom of number 4 (C16H60N22NbO11)?
0.0516 hartree/bohr


Copy entry 5 word for word.
Entry from OMol25: a single C2H4N2OS molecule at a distorted geometry (wB97M-V/def2-TZVPD).

CARTESIAN COORDINATES (ANGSTROEM)
C -0.341 -1.179 -0.540
C 0.519 0.768 0.527
H -3.406 -1.303 -0.885
H -2.304 -2.526 -1.132
H 0.006 -2.064 -0.956
H -0.569 0.974 0.530
N -2.489 -1.547 -1.236
N -1.542 -0.733 -0.583
O 0.695 -0.473 -0.047
S 1.742 1.696 0.976

For the total energy, the calculation gives -17999.5899 eV. As for the gap between HOMO and LUMO: 8.95 eV. Its SMILES is N/N=C/OC=S. Its HOMO energy is -9.0540 eV. The strongest force on any atom comes out at 0.0655 hartree/bohr. Its net charge is 0.